[1]
Molecular formula: C4H9NOS
Method: DFT, ωB97M-V/def2-TZVPD

Output
net charge = 0
orbital gap = 9.33 eV
LUMO = 0.84 eV
highest occupied orbital energy = -8.49 eV

Each line ends with the Löwdin charge.
CARTESIAN COORDINATES (ANGSTROEM)
1 C -1.23116 1.24194 0.15003  -0.2297
2 C -1.81102 -0.06078 0.13497  -0.2710
3 C 2.04779 0.04700 -0.62968  -0.2353
4 C -1.65676 -0.89955 -0.85725  -0.0409
5 N 1.80065 -0.50784 1.89680  -0.3420
6 O 0.10530 1.17847 0.80596  -0.3965
7 S 0.88419 -0.33481 0.68798  0.8548
8 H -1.69074 2.02156 0.68904  0.1057
9 H -0.96235 1.44002 -0.94911  0.1373
10 H -2.24299 -0.63761 0.97866  0.1270
11 H 1.96296 -0.87775 -1.23418  0.0446
12 H 1.67477 0.87439 -1.27088  0.0612
13 H 3.07085 0.14168 -0.27371  0.0496
14 H -1.16604 -0.70532 -1.85679  0.0913
15 H -2.04269 -1.90247 -0.88006  0.0570
16 H 1.25724 -1.01893 2.60823  -0.0131

[2]
Molecular formula: C4H8IN2
Method: DFT, ωB97M-V/def2-TZVPD

Output
net charge = +1
orbital gap (alpha / beta) = 5.80 / 6.95 eV
LUMO (alpha / beta) = -4.45 / -6.32 eV
highest occupied orbital energy (alpha / beta) = -10.24 / -13.27 eV
multiplicity = 3

Each line ends with the Löwdin charge.
CARTESIAN COORDINATES (ANGSTROEM)
1 C 0.45025 0.89930 0.07555  0.1995
2 C 2.54176 -0.38384 0.73102  -0.9416
3 C -1.85799 1.14930 -0.65788  0.0524
4 C -0.81257 -1.12888 -0.36396  0.0254
5 N 2.23341 -1.24765 1.43988  0.0843
6 N -0.61428 0.33812 -0.22402  -0.1746
7 I 4.03742 0.62516 -0.05159  0.9367
8 H 0.68661 1.89712 -0.02715  0.0898
9 H -2.58384 0.95643 0.25971  0.1556
10 H -2.37762 0.75728 -1.43723  0.0526
11 H -1.48405 2.22817 -0.73488  0.1279
12 H -0.21421 -1.64241 0.26733  0.0367
13 H -0.72267 -1.40027 -1.47397  0.1521
14 H -1.86233 -1.33233 -0.04684  0.1170
15 H 2.58010 -1.71548 2.24404  0.0862

[3]
Molecular formula: C20H60NO18Zn
Method: DFT, ωB97M-V/def2-TZVPD

Output
net charge = +1
orbital gap = 8.88 eV
LUMO = -2.28 eV
highest occupied orbital energy = -11.17 eV

Each line ends with the Löwdin charge.
CARTESIAN COORDINATES (ANGSTROEM)
1 Zn 0.30740 -2.12775 1.35011  0.6412
2 O 0.07283 -0.65604 0.08601  -0.3196
3 H -0.13866 0.28334 0.25147  0.0035
4 C -1.79050 2.69611 3.97895  -0.0419
5 C -2.86017 2.71767 2.78573  -0.3528
6 C -2.05742 2.90570 1.45017  -0.1697
7 O -2.77270 3.47592 0.35131  -0.1760
8 C -1.98010 3.69422 -0.78345  -0.1158
9 N -3.66610 1.49986 2.92977  0.0316
10 H -1.21351 1.77174 4.00581  0.0398
11 H -2.28717 2.80648 4.94292  0.0771
12 H -1.15048 3.57673 3.92436  0.0720
13 H -3.49399 3.56818 3.03676  0.1340
14 H -1.52793 1.96816 1.28057  0.1105
15 H -1.44580 3.76959 1.71039  0.1151
16 H -2.56476 4.16878 -1.57153  0.0909
17 H -1.56609 2.81766 -1.28181  0.0629
18 H -1.18586 4.37813 -0.48419  0.0894
19 H -3.68309 1.04208 3.82990  0.0688
20 H -4.62124 1.79459 2.78498  0.0819
21 C 2.78346 -3.30966 2.14855  -0.1880
22 C 1.72775 -4.31064 2.74593  -0.1043
23 O 0.40232 -3.72098 2.55990  -0.0925
24 O 2.27656 -2.44852 1.19610  -0.0717
25 H 3.51071 -4.00276 1.72568  0.1347
26 H 3.23440 -2.66843 2.90589  0.1151
27 H 2.06184 -4.59716 3.74312  0.1307
28 H 1.54075 -5.25828 2.24083  0.1263
29 H -0.14925 -4.24963 3.14119  0.1293
30 H 2.97581 -1.89710 0.83749  0.1291
31 C -1.68396 -0.90421 3.10271  -0.1795
32 C -0.28000 -0.83303 3.86472  -0.1078
33 O 0.78989 -0.75448 2.86438  -0.1043
34 O -1.63224 -1.96376 2.16050  -0.1103
35 H -1.77658 -0.10267 2.36987  0.0893
36 H -2.53563 -1.03984 3.76931  0.1311
37 H -0.12421 -1.80104 4.34093  0.1123
38 H -0.26430 0.01216 4.55285  0.1118
39 H 1.26640 0.07231 2.96907  0.0392
40 H -2.46994 -1.83290 1.71023  0.0530
41 C 0.86124 -4.42810 -1.01912  -0.1624
42 C 1.12652 -3.77952 -2.40530  -0.2052
43 O -0.03188 -3.75280 -3.24219  -0.0478
44 O 0.06946 -3.56899 -0.21778  -0.0957
45 H 1.78627 -4.54859 -0.45529  0.1121
46 H 0.36574 -5.39767 -1.06924  0.1320
47 H 1.94108 -4.29409 -2.91502  0.1149
48 H 1.61300 -2.80511 -2.36113  0.1143
49 H -0.33847 -2.87732 -3.48944  0.0718
50 H -0.74632 -3.45519 -0.71088  0.0814
51 C -3.15176 -1.16770 -1.59321  -0.2122
52 C -4.07987 -1.53162 -0.47280  -0.1763
53 O -3.67517 -1.01328 0.81483  -0.0843
54 O -1.99162 -1.95595 -1.44742  -0.0917
55 H -2.91409 -0.10505 -1.54439  0.1185
56 H -3.53231 -1.35094 -2.59806  0.1275
57 H -4.14539 -2.60238 -0.27974  0.1330
58 H -5.04152 -1.06727 -0.69120  0.1262
59 H -3.87641 -0.07550 0.77374  0.0823
60 H -1.33450 -1.41414 -1.00444  0.0157
61 C 1.68355 1.06354 -3.49150  -0.2183
62 C 0.19206 0.87261 -3.17131  -0.2277
63 O 0.03055 -0.36486 -2.51100  -0.0900
64 O 1.98325 0.25138 -4.62099  -0.0726
65 H 2.29482 0.71245 -2.66013  0.0979
66 H 1.80898 2.08639 -3.84667  0.1262
67 H -0.42084 0.84299 -4.07219  0.1125
68 H -0.08156 1.77884 -2.63095  0.0961
69 H 0.30853 -0.32840 -1.59285  0.0067
70 H 1.71492 -0.66218 -4.49851  0.0726
71 C 2.93374 1.63468 2.30693  -0.1833
72 C 4.40916 1.04343 2.58112  -0.1279
73 O 4.40157 -0.44336 2.37738  -0.0824
74 O 2.09006 1.54826 3.46340  -0.0803
75 H 2.49324 0.90584 1.62659  0.1025
76 H 3.01896 2.61835 1.84518  0.1216
77 H 4.82739 1.35989 3.53665  0.1210
78 H 4.95820 1.50040 1.75781  0.0830
79 H 4.78387 -0.80040 3.18235  0.0759
80 H 2.38451 2.27609 4.01582  0.1077
81 C 5.32203 0.79388 -1.97284  -0.2143
82 C 4.92404 1.92552 -1.00629  -0.2392
83 O 4.23093 2.96055 -1.72149  -0.0563
84 O 6.07069 -0.18142 -1.18675  -0.0680
85 H 5.87773 1.14610 -2.84189  0.1247
86 H 4.43264 0.40954 -2.47220  0.0975
87 H 5.79561 2.29679 -0.46718  0.1230
88 H 4.23618 1.33472 -0.40138  0.0956
89 H 3.90467 3.57062 -1.05593  0.0775
90 H 6.92140 -0.21199 -1.63055  0.0803
91 C -4.72827 2.60071 -3.84108  -0.2603
92 C -4.24565 1.60924 -4.99806  -0.2143
93 O -3.00677 1.06134 -4.64576  -0.0739
94 O -4.52421 2.20266 -2.54230  -0.0527
95 H -5.78722 2.71905 -4.07067  0.1163
96 H -4.27150 3.58472 -3.94685  0.1099
97 H -4.35025 2.07826 -5.97642  0.1170
98 H -4.97688 0.80298 -4.94014  0.1118
99 H -2.96362 0.13512 -4.89448  0.0920
100 H -3.60890 1.91627 -2.58445  0.0515

no.,E (eV),F_max (eV/A)
1,-18663.17871,4.075
2,-15345.04993,5.764
3,-108465.59363,2.939